{
  "formula": "C2H4Cl2Cs",
  "method": "wB97M-V/def2-TZVPD",
  "symbols": ["C", "Cs", "Cl", "H", "H", "Cl", "C", "H", "H"],
  "xyz": [[0.06, -0.31, -1.00], [-1.49, 0.54, 2.45], [1.17, -0.74, 1.41], [1.04, 1.28, 0.04], [-0.59, 0.30, -1.63], [-1.03, -1.66, -0.72], [0.41, 0.43, 0.29], [-0.52, 0.83, 0.70], [0.95, -0.67, -1.53]],
  "lowdin_charge": [-0.648, 1.249, 0.528, 0.100, 0.075, 0.582, -0.778, -0.197, 0.089],
  "e_above_lowest_ev": 0.822,
  "orbital_gap_ev": 10.807,
  "charge": 1
}